{
  "formula": "C60H40O20",
  "method": "ωB97M-V with the def2-TZVPD basis set",
  "total_energy_ha": -3814.7342,
  "multiplicity": 1,
  "gap_ha": 0.298,
  "de_lowest_kcal_mol": 10.6,
  "e_homo_ev": -10.149,
  "charge": 0,
  "species": ["O", "C", "C", "C", "C", "O", "C", "C", "H", "H", "H", "H", "O", "C", "C", "C", "C", "O", "C", "C", "H", "H", "H", "H", "O", "C", "C", "C", "C", "O", "C", "C", "H", "H", "H", "H", "O", "C", "C", "C", "C", "O", "C", "C", "H", "H", "H", "H", "O", "C", "C", "C", "C", "O", "C", "C", "H", "H", "H", "H", "O", "C", "C", "C", "C", "O", "C", "C", "H", "H", "H", "H", "O", "C", "C", "C", "C", "O", "C", "C", "H", "H", "H", "H", "O", "C", "C", "C", "C", "O", "C", "C", "H", "H", "H", "H", "O", "C", "C", "C", "C", "O", "C", "C", "H", "H", "H", "H", "O", "C", "C", "C", "C", "O", "C", "C", "H", "H", "H", "H"],
  "coordinates": [[14.175, 9.007, 16.128], [15.258, 9.399, 15.789], [16.148, 8.663, 14.901], [17.228, 9.205, 14.385], [17.626, 10.570, 14.904], [18.452, 11.258, 14.360], [16.856, 11.159, 16.081], [15.700, 10.693, 16.379], [15.760, 7.704, 14.614], [17.984, 8.697, 13.791], [17.167, 12.116, 16.491], [15.098, 11.230, 17.064], [19.713, 19.045, 10.175], [20.344, 19.028, 11.221], [19.915, 18.136, 12.346], [20.269, 18.367, 13.632], [21.508, 19.265, 13.864], [21.941, 19.297, 15.005], [21.964, 20.138, 12.718], [21.378, 20.020, 11.530], [19.268, 17.265, 12.168], [19.920, 17.739, 14.432], [22.711, 20.862, 12.976], [21.633, 20.630, 10.696], [14.821, 20.808, 11.938], [15.835, 21.140, 12.533], [15.982, 20.893, 14.024], [17.171, 21.083, 14.598], [18.152, 21.810, 13.825], [19.109, 22.311, 14.431], [18.187, 21.872, 12.354], [17.050, 21.666, 11.779], [15.174, 20.273, 14.522], [17.309, 20.734, 15.578], [19.095, 22.119, 11.913], [16.888, 21.791, 10.772], [10.017, 21.249, 18.462], [11.151, 20.994, 18.117], [11.527, 19.792, 17.412], [12.778, 19.550, 17.181], [13.937, 20.449, 17.456], [15.057, 20.308, 17.001], [13.562, 21.635, 18.264], [12.269, 21.882, 18.601], [10.743, 19.037, 17.108], [13.148, 18.667, 16.704], [14.371, 22.136, 18.672], [12.061, 22.806, 19.166], [15.949, 19.839, 9.373], [15.539, 18.787, 9.782], [16.322, 17.887, 10.693], [15.805, 16.690, 11.103], [14.338, 16.438, 10.892], [13.782, 15.562, 11.487], [13.524, 17.354, 10.062], [14.125, 18.425, 9.585], [17.339, 18.232, 10.891], [16.435, 15.997, 11.526], [12.470, 17.087, 9.860], [13.608, 19.146, 8.969], [12.417, 14.053, 8.937], [13.001, 13.376, 9.757], [14.295, 12.718, 9.369], [14.969, 11.947, 10.223], [14.515, 11.894, 11.730], [15.235, 11.484, 12.557], [13.146, 12.430, 12.019], [12.418, 13.042, 11.080], [14.639, 12.709, 8.370], [15.825, 11.414, 9.891], [12.741, 12.068, 12.922], [11.375, 13.394, 11.108], [20.411, 14.022, 18.025], [20.830, 14.280, 16.886], [21.534, 15.534, 16.742], [21.975, 15.832, 15.507], [21.704, 14.949, 14.353], [22.062, 15.161, 13.192], [20.843, 13.765, 14.554], [20.488, 13.425, 15.778], [21.638, 16.117, 17.650], [22.506, 16.732, 15.358], [20.656, 13.210, 13.673], [19.923, 12.546, 16.075], [17.961, 18.442, 21.534], [17.769, 17.773, 20.539], [17.195, 18.443, 19.341], [17.248, 17.820, 18.132], [17.599, 16.418, 18.067], [17.381, 15.826, 17.046], [18.104, 15.739, 19.262], [18.188, 16.352, 20.435], [16.763, 19.402, 19.491], [16.899, 18.218, 17.196], [18.408, 14.701, 19.153], [18.558, 15.876, 21.361], [8.916, 17.420, 12.838], [8.788, 16.249, 13.077], [7.514, 15.543, 12.791], [7.363, 14.207, 12.933], [8.548, 13.453, 13.447], [8.522, 12.257, 13.403], [9.754, 14.183, 13.977], [9.890, 15.478, 13.655], [6.676, 16.230, 12.379], [6.516, 13.519, 12.672], [10.496, 13.684, 14.532], [10.785, 16.021, 13.888], [13.011, 14.811, 14.671], [14.211, 15.011, 14.547], [14.645, 16.426, 14.548], [15.954, 16.744, 14.430], [16.956, 15.701, 14.245], [18.152, 15.822, 13.993], [16.436, 14.274, 14.447], [15.171, 13.932, 14.363], [13.812, 17.151, 14.492], [16.117, 17.804, 14.408], [17.212, 13.567, 14.339], [14.746, 12.931, 14.310]]
}

{
  "formula": "C60H43BrCsF4N6O4PS3",
  "method": "ωB97M-V with the def2-TZVPD basis set",
  "total_energy_ha": -7471.3160,
  "multiplicity": 1,
  "gap_ha": 0.245,
  "e_homo_ev": -6.971,
  "charge": 0,
  "species": ["Cs", "S", "C", "C", "C", "C", "C", "C", "N", "C", "C", "C", "C", "C", "C", "C", "C", "N", "C", "C", "C", "C", "C", "S", "C", "H", "H", "H", "H", "H", "H", "H", "H", "H", "H", "H", "H", "O", "S", "O", "N", "C", "C", "C", "C", "C", "C", "C", "C", "N", "C", "C", "C", "C", "C", "C", "C", "H", "H", "H", "H", "H", "H", "H", "H", "H", "H", "H", "F", "C", "C", "F", "C", "F", "C", "P", "C", "C", "C", "C", "C", "C", "C", "C", "C", "C", "C", "C", "C", "Br", "C", "F", "H", "H", "H", "H", "H", "H", "H", "H", "H", "H", "N", "C", "O", "C", "C", "C", "C", "N", "C", "H", "H", "H", "H", "H", "H", "C", "O", "H", "H", "H", "H"],
  "coordinates": [[0.868, 0.311, -0.531], [-5.101, 3.321, 3.370], [-6.505, 2.700, 2.611], [-6.196, 1.920, 1.542], [-4.800, 1.816, 1.329], [-4.059, 2.521, 2.237], [-2.608, 2.621, 2.337], [-1.784, 1.713, 1.637], [-0.482, 1.692, 1.717], [0.140, 2.610, 2.476], [-0.571, 3.580, 3.206], [0.137, 4.540, 3.998], [1.487, 4.541, 4.043], [2.246, 3.579, 3.303], [3.647, 3.576, 3.297], [4.337, 2.642, 2.550], [3.557, 1.698, 1.847], [2.250, 1.666, 1.842], [1.579, 2.602, 2.535], [5.797, 2.614, 2.479], [6.704, 3.343, 3.198], [8.051, 3.061, 2.861], [8.157, 2.121, 1.886], [6.623, 1.569, 1.367], [-1.972, 3.554, 3.128], [-7.479, 2.957, 2.996], [-6.938, 1.439, 0.920], [-4.358, 1.263, 0.511], [-2.235, 0.956, 1.002], [-0.437, 5.270, 4.556], [2.022, 5.274, 4.635], [4.176, 4.326, 3.872], [4.059, 0.925, 1.268], [6.422, 4.059, 3.957], [8.901, 3.538, 3.325], [9.051, 1.716, 1.440], [-2.551, 4.281, 3.686], [0.454, 2.795, -1.145], [-0.858, 2.690, -1.798], [-1.937, 3.338, -1.087], [-1.050, 1.152, -2.036], [-2.051, 0.589, -2.776], [-2.994, 1.281, -3.529], [-3.926, 0.616, -4.336], [-3.944, -0.749, -4.424], [-3.016, -1.504, -3.675], [-2.943, -2.912, -3.759], [-2.008, -3.590, -3.033], [-1.165, -2.854, -2.183], [-1.193, -1.549, -2.074], [-2.084, -0.852, -2.823], [-0.664, 3.541, -3.366], [0.162, 3.031, -4.356], [0.291, 3.726, -5.548], [-0.402, 4.913, -5.749], [-1.221, 5.418, -4.748], [-1.353, 4.729, -3.552], [-3.000, 2.360, -3.481], [-4.631, 1.199, -4.916], [-4.647, -1.267, -5.065], [-3.625, -3.432, -4.422], [-1.906, -4.664, -3.096], [-0.423, -3.372, -1.583], [0.704, 2.107, -4.194], [0.940, 3.342, -6.325], [-0.307, 5.444, -6.687], [-1.753, 6.349, -4.895], [-1.981, 5.093, -2.749], [2.510, -5.505, 5.154], [1.747, -4.745, 4.378], [0.369, -4.866, 4.423], [-0.190, -5.747, 5.246], [-0.414, -4.065, 3.612], [-1.733, -4.214, 3.711], [0.134, -3.143, 2.724], [-0.914, -2.050, 1.635], [-1.887, -1.323, 3.028], [-3.235, -1.534, 3.297], [-3.847, -0.868, 4.351], [-3.120, -0.001, 5.152], [-1.767, 0.190, 4.910], [-1.158, -0.462, 3.851], [-2.046, -3.303, 0.923], [-1.683, -4.634, 0.731], [-2.556, -5.518, 0.116], [-3.796, -5.081, -0.325], [-4.147, -3.748, -0.182], [-3.271, -2.861, 0.422], [1.524, -3.034, 2.706], [2.393, -1.782, 1.591], [2.320, -3.821, 3.526], [3.647, -3.700, 3.508], [-3.812, -2.225, 2.700], [-4.898, -1.036, 4.550], [-3.604, 0.518, 5.970], [-1.189, 0.862, 5.533], [-0.103, -0.303, 3.651], [-0.715, -4.990, 1.063], [-2.265, -6.553, -0.017], [-4.479, -5.777, -0.797], [-5.100, -3.394, -0.555], [-3.536, -1.812, 0.503], [2.928, -5.379, -5.476], [2.287, -4.766, -4.444], [1.147, -5.054, -4.134], [3.060, -3.716, -3.709], [4.446, -3.627, -3.682], [5.040, -2.631, -2.925], [4.224, -1.768, -2.208], [2.897, -1.845, -2.220], [2.336, -2.789, -2.962], [2.410, -6.054, -6.010], [3.814, -5.070, -5.828], [5.067, -4.336, -4.217], [6.116, -2.533, -2.881], [4.653, -0.983, -1.594], [1.254, -2.828, -2.975], [3.586, 2.625, -2.543], [2.529, 1.684, -2.561], [3.281, 3.592, -2.957], [4.396, 2.226, -3.155], [3.966, 2.795, -1.528], [1.773, 2.098, -2.101]]
}